Record 1
{"formula": "C31H56IrN2PSSi2", "method": "ωB97M-V/def2-TZVPD", "spin_multiplicity": 6, "s_squared": 8.7692, "relative_energy_kcal_mol": 28.8, "total_charge": -1, "orbital_gap_ev": [4.56, 5.54], "energy_ha": -2747.0860, "species": ["Ir", "C", "Si", "C", "C", "C", "C", "C", "C", "C", "Si", "C", "C", "H", "H", "H", "H", "H", "H", "H", "H", "H", "H", "H", "H", "H", "H", "H", "H", "S", "C", "C", "C", "C", "C", "N", "H", "H", "H", "H", "C", "C", "C", "C", "P", "N", "C", "C", "C", "C", "C", "C", "C", "C", "H", "H", "H", "H", "H", "H", "H", "H", "H", "H", "H", "H", "H", "H", "H", "H", "H", "H", "H", "H", "H", "H", "H", "H", "H", "H", "H", "C", "C", "C", "C", "H", "H", "H", "H", "H", "H", "H", "H", "H"], "positions_angstrom": [[-0.22, -0.41, 0.42], [-0.44, -1.41, 4.11], [0.06, 0.03, 2.87], [-0.49, 1.58, 3.91], [2.01, 0.04, 3.02], [2.58, -0.01, 4.29], [3.95, -0.02, 4.47], [4.79, 0.02, 3.36], [4.23, 0.06, 2.10], [2.85, 0.07, 1.91], [2.22, 0.08, 0.05], [3.37, -1.24, -0.80], [3.01, 1.72, -0.62], [-0.45, -1.08, 5.14], [0.26, -2.24, 4.02], [-1.43, -1.82, 3.90], [-0.03, 1.59, 4.90], [-1.57, 1.59, 4.05], [-0.22, 2.51, 3.41], [1.94, -0.06, 5.15], [4.37, -0.07, 5.47], [5.87, 0.02, 3.49], [4.89, 0.08, 1.24], [4.41, -0.92, -0.80], [3.08, -1.42, -1.83], [3.32, -2.19, -0.28], [4.08, 1.76, -0.43], [2.56, 2.60, -0.15], [2.86, 1.82, -1.69], [0.02, 0.56, -2.57], [-0.05, 2.07, -1.78], [0.18, 3.26, -2.48], [0.14, 4.46, -1.82], [-0.13, 4.46, -0.45], [-0.36, 3.24, 0.17], [-0.33, 2.07, -0.46], [0.38, 3.20, -3.54], [0.30, 5.40, -2.34], [-0.16, 5.37, 0.13], [-0.60, 3.20, 1.22], [-5.85, 1.49, 1.40], [-4.42, 0.96, 1.44], [-3.43, 2.11, 1.64], [-4.25, 0.03, 2.63], [-3.76, -0.01, -0.11], [-2.23, -0.19, -0.06], [-4.37, 0.94, -1.70], [-4.01, 2.41, -1.50], [-5.86, 0.83, -2.05], [-3.51, 0.45, -2.87], [-4.57, -1.77, -0.10], [-6.07, -1.86, 0.18], [-4.26, -2.34, -1.48], [-3.79, -2.61, 0.92], [-6.07, 1.94, 2.37], [-6.57, 0.69, 1.23], [-5.99, 2.25, 0.64], [-3.51, 2.51, 2.65], [-3.60, 2.93, 0.95], [-2.42, 1.73, 1.49], [-4.33, 0.59, 3.56], [-3.27, -0.44, 2.60], [-5.03, -0.74, 2.65], [-4.69, 2.90, -0.81], [-4.06, 2.94, -2.44], [-2.99, 2.48, -1.13], [-6.49, 1.15, -1.22], [-6.14, -0.18, -2.32], [-6.06, 1.48, -2.90], [-2.50, 0.25, -2.52], [-3.45, 1.22, -3.63], [-3.91, -0.44, -3.34], [-6.65, -1.24, -0.49], [-6.31, -1.59, 1.21], [-6.38, -2.90, 0.04], [-4.90, -1.92, -2.25], [-4.41, -3.43, -1.48], [-3.22, -2.14, -1.72], [-4.21, -2.55, 1.92], [-2.76, -2.28, 0.94], [-3.81, -3.66, 0.62], [-0.70, -3.90, -1.17], [0.56, -3.74, -0.33], [1.00, -5.11, 0.24], [0.30, -2.75, 0.79], [-0.54, -4.58, -2.01], [-1.00, -2.93, -1.55], [-1.51, -4.29, -0.55], [1.37, -3.38, -0.97], [0.22, -5.54, 0.87], [1.89, -4.99, 0.86], [1.22, -5.82, -0.55], [1.19, -2.67, 1.43], [-0.52, -3.13, 1.40]], "mulliken_charge": [2.363, -1.614, -0.049, -1.361, 0.711, -0.528, -0.766, -0.811, -0.622, 0.365, 0.651, -1.562, -1.326, 0.486, 0.388, 0.309, 0.499, 0.287, 0.315, 0.250, 0.372, 0.377, 0.176, 0.416, 0.315, 0.382, 0.533, 0.283, 0.336, -0.351, 0.584, -1.116, -0.485, -0.928, -0.358, 0.405, 0.469, 0.412, 0.434, 0.042, -2.043, 2.488, -1.591, -1.980, -0.299, -0.410, 2.530, -2.032, -2.019, -1.523, 2.344, -1.872, -1.828, -2.090, 0.525, 0.280, 0.323, 0.613, 0.245, 0.002, 0.628, 0.214, 0.228, 0.220, 0.700, 0.246, 0.272, 0.299, 0.521, 0.086, 0.509, 0.287, 0.265, 0.299, 0.513, 0.271, 0.622, 0.280, 0.212, 0.342, 0.617, -1.167, 1.382, -1.810, -1.679, 0.498, 0.044, 0.193, -0.026, 0.336, 0.369, 0.457, 0.422, 0.403]}



Record 2
{"formula": "C31H57AsCsFN2Se2", "method": "ωB97M-V/def2-TZVPD", "relative_energy_kcal_mol": 13.2, "total_charge": 0, "orbital_gap_ev": 5.14, "energy_ha": -8483.4880, "species": ["Cs", "C", "C", "C", "C", "C", "C", "C", "C", "C", "C", "C", "C", "H", "H", "H", "H", "H", "H", "H", "H", "H", "H", "H", "H", "H", "H", "H", "H", "H", "H", "N", "C", "C", "N", "H", "H", "H", "H", "H", "H", "H", "H", "C", "Se", "C", "C", "Se", "C", "H", "H", "H", "H", "H", "H", "H", "H", "H", "H", "C", "C", "As", "C", "C", "C", "C", "H", "H", "H", "H", "H", "H", "H", "H", "H", "H", "H", "H", "H", "H", "H", "F", "C", "C", "C", "C", "C", "C", "C", "H", "H", "H", "H", "H", "H"], "positions_angstrom": [[-0.02, 0.40, -0.04], [3.36, 0.75, 2.06], [2.08, 1.56, 2.04], [1.02, 1.26, 2.92], [1.11, 0.09, 3.86], [-0.15, 2.04, 2.89], [-1.25, 1.83, 3.89], [-0.32, 3.00, 1.89], [-1.65, 3.70, 1.73], [0.74, 3.31, 1.02], [0.53, 4.35, -0.06], [1.96, 2.64, 1.15], [3.15, 3.10, 0.34], [3.67, 0.47, 1.05], [3.26, -0.16, 2.64], [4.18, 1.32, 2.50], [1.70, 0.32, 4.76], [1.58, -0.77, 3.39], [0.13, -0.26, 4.18], [-2.03, 1.18, 3.51], [-1.73, 2.78, 4.14], [-0.88, 1.40, 4.82], [-1.84, 3.95, 0.69], [-1.69, 4.64, 2.29], [-2.47, 3.08, 2.07], [0.23, 5.31, 0.37], [-0.27, 4.05, -0.74], [1.42, 4.52, -0.66], [3.04, 2.89, -0.73], [4.07, 2.63, 0.67], [3.28, 4.18, 0.44], [-1.03, -2.38, -1.72], [-0.67, -3.67, -1.13], [0.82, -3.79, -0.85], [1.27, -2.81, 0.14], [-1.79, -1.94, -1.21], [-1.32, -2.43, -2.69], [-0.97, -4.50, -1.78], [-1.22, -3.81, -0.20], [1.37, -3.61, -1.78], [1.04, -4.82, -0.55], [2.25, -2.96, 0.36], [0.76, -2.93, 1.01], [-2.86, 3.67, -2.64], [-2.00, 1.93, -2.55], [-3.65, 0.87, -2.55], [-4.36, 0.88, -1.21], [-3.28, -0.07, 0.19], [-4.37, -1.68, 0.04], [-3.40, 3.78, -3.58], [-2.08, 4.43, -2.60], [-3.53, 3.80, -1.80], [-3.32, -0.13, -2.81], [-4.24, 1.25, -3.38], [-5.34, 0.40, -1.29], [-4.53, 1.90, -0.86], [-5.40, -1.47, 0.31], [-3.95, -2.41, 0.72], [-4.33, -2.07, -0.98], [5.42, 1.32, -2.18], [4.24, 1.44, -3.13], [2.65, 0.49, -2.50], [1.79, 0.29, -4.26], [0.64, -0.70, -4.28], [3.39, -1.31, -2.27], [4.08, -1.92, -3.47], [6.27, 1.92, -2.51], [5.77, 0.29, -2.10], [5.18, 1.66, -1.17], [4.50, 1.06, -4.12], [3.94, 2.48, -3.27], [2.57, 0.02, -4.99], [1.45, 1.29, -4.52], [0.93, -1.68, -3.91], [0.25, -0.83, -5.29], [-0.19, -0.36, -3.65], [2.55, -1.91, -1.92], [4.06, -1.24, -1.41], [3.39, -2.07, -4.31], [4.51, -2.89, -3.23], [4.89, -1.29, -3.84], [-4.26, -4.83, 5.60], [-3.63, -4.03, 4.69], [-3.12, -4.58, 3.54], [-2.48, -3.76, 2.62], [-2.32, -2.38, 2.81], [-1.73, -1.49, 1.85], [-2.88, -1.87, 4.01], [-3.52, -2.67, 4.94], [-3.22, -5.65, 3.37], [-2.08, -4.22, 1.72], [-1.32, -0.58, 2.31], [-1.03, -1.93, 1.15], [-2.81, -0.81, 4.21], [-3.94, -2.26, 5.85]], "mulliken_charge": [0.777, -2.076, 0.903, 1.015, -2.450, 1.321, -2.392, 1.138, -2.339, 0.970, -1.862, 1.680, -2.329, 0.154, 0.391, 0.422, 0.373, 0.448, 0.306, 0.339, 0.494, 0.438, 0.393, 0.363, 0.456, 0.406, -0.024, 0.409, 0.227, 0.486, 0.449, 0.106, 0.172, -0.802, -0.191, -0.201, 0.286, 0.479, -0.471, 0.250, 0.426, 0.266, 0.184, -1.254, 0.254, -0.732, -0.974, 0.453, -1.031, 0.414, 0.368, 0.319, 0.313, 0.515, 0.445, 0.337, 0.372, 0.198, 0.377, -0.974, -0.928, 0.105, -1.123, -0.690, 0.790, -1.426, 0.406, 0.288, 0.064, 0.554, 0.508, 0.454, 0.525, 0.125, 0.430, 0.029, -1.002, 0.597, 0.274, 0.432, 0.295, -0.374, 0.349, -0.912, -0.036, 0.284, 0.171, -0.401, -0.796, 0.441, 0.284, -0.601, -0.563, 0.208, 0.452]}